{
  "formula": "C22H26ClN2O4PtSSi",
  "method": "wB97M-V/def2-TZVPD",
  "elements": ["C", "H", "H", "H", "O", "C", "C", "C", "C", "H", "H", "H", "C", "Cl", "C", "H", "H", "H", "H", "Si", "H", "H", "C", "O", "C", "C", "C", "H", "H", "C", "H", "H", "C", "C", "H", "Pt", "N", "H", "C", "C", "H", "H", "C", "H", "C", "O", "S", "H", "H", "C", "C", "H", "N", "H", "O", "C", "C", "H"],
  "xyz": [[4.49822, 2.07502, -1.10892], [-4.28956, 0.36200, -3.55499], [3.14373, 6.04562, -2.79791], [5.18620, 1.56816, -0.44900], [1.97751, 2.88891, 0.64380], [3.39531, 1.40118, -1.61039], [3.31890, 0.38285, 4.25048], [2.64334, 0.02870, 1.51150], [2.74450, 3.36115, -2.82625], [4.74213, 0.04777, 1.18808], [1.66650, 1.49667, -2.86640], [-2.08419, -2.22936, -2.56331], [-1.94409, 0.05656, -0.28989], [-0.97178, 5.13697, -0.45312], [2.51823, 2.04001, -2.47902], [-1.82884, -1.29275, -4.04647], [-4.65408, -0.58325, -2.10232], [-0.53636, -1.41665, -2.83955], [-1.22438, 0.20907, 5.07635], [-2.28241, 0.19141, -2.10189], [-1.52602, 1.71088, -3.91997], [-0.44162, 1.78838, -2.50974], [-1.48488, 1.71778, -2.82614], [-0.10635, 2.28136, 0.02406], [4.70916, 3.39862, -1.46431], [-0.63459, -0.08822, 3.02034], [0.89303, 0.31845, 4.80495], [-1.98172, 2.61894, -2.45620], [0.94311, 4.34922, -1.57611], [-4.12107, 0.29687, -2.47485], [1.36354, 5.16422, -0.05401], [-1.63882, -0.24306, 2.64320], [1.62696, 0.04834, 2.52747], [1.95892, 0.25278, 3.87844], [3.57684, 0.54559, 5.28951], [0.08550, 0.05135, -0.05203], [0.32839, -0.14200, 2.13921], [1.11608, 0.50980, 5.84884], [4.08160, 5.49358, -2.71860], [0.69389, 4.45081, -0.52052], [5.56311, 3.93097, -1.05986], [4.71466, 6.00178, -1.99064], [-1.62014, -1.32667, -2.97268], [-2.38733, 0.90741, 0.24324], [-0.39309, 0.15640, 4.38633], [2.15769, -0.78481, -2.10574], [3.03966, -0.24959, -1.09407], [5.32101, 0.38045, 3.55833], [4.57935, 5.55224, -3.69006], [3.83695, 4.06059, -2.32017], [3.95529, 0.12110, 1.92107], [-4.56541, 1.18080, -2.00867], [2.16588, -0.09686, 0.22681], [-2.37740, -0.86612, 0.12380], [4.30209, -0.89916, -0.84232], [0.87526, 3.08313, 0.13397], [4.27623, 0.29867, 3.28200], [2.05374, 3.86270, -3.49666]],
  "atomic_forces_ev_per_a": [[-0.1, 0.0, -0.1], [0.0, 0.0, 0.0], [0.0, 0.0, 0.0], [0.0, 0.0, 0.0], [-0.1, 0.0, 0.1], [0.1, 0.2, -0.1], [-0.1, 0.0, 0.0], [-0.2, 0.0, -0.3], [0.1, -0.1, -0.1], [0.0, 0.0, 0.0], [0.0, 0.0, 0.0], [0.0, 0.0, 0.0], [-0.1, -0.1, 0.3], [0.1, -0.1, 0.0], [0.1, 0.0, 0.1], [0.0, 0.0, 0.0], [0.0, 0.0, 0.0], [0.0, 0.0, 0.0], [0.0, 0.0, 0.0], [0.0, 0.0, 0.0], [0.0, 0.0, 0.0], [-0.1, 0.0, 0.0], [0.1, 0.2, -0.1], [0.0, 0.3, -0.4], [0.0, 0.0, 0.0], [-0.1, 0.0, 0.1], [0.1, 0.0, 0.1], [0.0, 0.0, 0.0], [-0.1, 0.1, 0.2], [-0.2, 0.0, -0.1], [0.0, 0.1, 0.0], [0.0, 0.0, 0.0], [-0.1, 0.0, -0.1], [0.1, 0.0, 0.1], [0.0, 0.0, 0.0], [0.1, 0.2, 0.3], [0.2, 0.0, -0.1], [0.0, 0.0, 0.0], [0.0, 0.0, 0.0], [-0.2, 0.3, -0.1], [0.0, 0.0, 0.0], [0.0, 0.0, 0.0], [0.1, -0.1, -0.1], [0.0, 0.0, 0.0], [-0.1, 0.0, -0.1], [0.1, -0.1, 0.0], [0.0, 0.1, -0.1], [0.0, 0.0, 0.0], [0.0, 0.0, 0.0], [0.1, 0.0, 0.0], [0.2, 0.0, 0.2], [0.0, 0.0, 0.0], [0.1, -0.3, 0.2], [-0.1, 0.1, 0.0], [0.1, -0.1, 0.0], [0.0, -0.3, 0.2], [0.0, 0.0, -0.2], [0.0, 0.0, 0.0]],
  "nbo_charge": [-0.155, 0.220, 0.215, 0.224, -0.699, -0.335, -0.266, 0.210, -0.176, 0.236, 0.242, 0.223, -1.211, -0.106, -0.191, 0.221, 0.222, 0.254, 0.214, 1.622, 0.217, 0.240, -1.116, -0.792, -0.204, 0.063, -0.127, 0.243, 0.222, -1.107, 0.218, 0.208, 0.214, -0.093, 0.200, 1.012, -0.463, 0.205, -0.626, -0.462, 0.200, 0.211, -1.120, 0.221, -0.273, -0.969, 2.358, 0.201, 0.212, -0.034, -0.286, 0.227, -0.983, 0.196, -0.974, 0.758, -0.156, 0.199],
  "lumo_ev": [2.535, 2.566],
  "max_force_ha_per_bohr": 0.009,
  "charge": -1
}